# 1
DFT (the ωB97M-V functional and the def2-TZVPD basis) results for C7H13BN4Tc as an isolated structure.

```
26
Properties=species:S:1:pos:R:3:mulliken_spin:R:1
Tc 0.000 0.000 0.000 2.01
N 2.492 0.261 1.256 0.07
N 0.492 -0.373 2.738 0.26
N -0.453 -0.065 1.876 0.01
N 1.814 0.681 0.201 0.00
C 3.698 0.853 1.268 -0.01
C 2.552 1.570 -0.487 0.03
C -0.012 -0.274 3.982 0.02
C -1.340 0.120 3.877 0.29
C -1.587 0.251 2.518 0.28
C 3.774 1.690 0.166 -0.01
C 0.660 -0.291 -1.978 -0.09
B 1.913 -0.780 2.262 -0.03
H -1.302 1.017 -0.733 -0.01
H 4.466 0.683 2.013 0.00
H 0.362 0.592 -2.575 0.04
H 0.535 -0.475 4.894 0.00
H -2.036 0.299 4.686 0.00
H 2.649 -0.971 3.181 0.01
H -1.659 0.263 -0.658 0.02
H 1.756 -0.393 -2.040 0.00
H 4.612 2.311 -0.118 0.00
H 0.184 -1.188 -2.418 0.01
H 1.790 -1.807 1.667 0.11
H -2.507 0.568 2.042 -0.01
H 2.239 2.087 -1.383 0.00
```

Results
Energy: -16281.2664 eV
2S+1: 4
Charge: +2

=====

# 2
DFT (the ωB97M-V functional and the def2-TZVPD basis) results for a 2-piece molecular cluster, C7H13Cl overall.

```
21
Properties=species:S:1:pos:R:3:lowdin_charge:R:1
Cl 1.053 -1.608 -1.430 0.61
C 2.290 0.966 2.411 -0.06
C -1.464 -0.734 -2.047 -0.24
C 0.000 0.375 1.266 -0.08
C 1.911 1.058 -0.072 -0.03
C -3.022 -0.763 -1.875 -0.07
C -0.716 -1.490 -1.298 -0.59
C 1.422 0.819 1.125 -0.40
H -1.165 -2.287 -0.583 0.12
H -0.096 -0.453 1.965 0.09
H -0.403 0.112 0.310 0.01
H -0.988 -0.013 -2.703 0.10
H -3.551 0.063 -2.420 0.09
H -3.199 -0.925 -0.916 0.00
H 2.892 1.570 -0.122 0.07
H 1.320 0.990 -0.961 0.02
H -0.697 1.072 1.645 0.07
H -3.329 -1.636 -2.548 0.10
H 3.232 1.496 2.142 0.07
H 2.608 -0.026 2.819 0.08
H 1.902 1.414 3.291 0.05
```

Results
Energy: -19989.9772 eV
SMILES: C/C=C/Cl.C=C(C)C
2S+1: 1

=====

# 3
DFT (the ωB97M-V functional and the def2-TZVPD basis) results for one molecule with the formula C7H13ClN2O.

```
24
Properties=species:S:1:pos:R:3:lowdin_charge:R:1
Cl -3.332 -2.061 -0.956 0.62
O 2.270 0.234 -0.876 -0.11
N -1.522 -0.845 0.259 -0.30
N -0.967 0.267 0.883 -0.15
C -1.022 -2.179 0.597 -0.07
C 0.963 -0.033 -0.579 -0.13
C 1.184 1.357 1.392 -0.05
C -1.842 1.479 0.887 -0.06
C -2.605 -0.607 -0.442 -0.51
C 0.351 0.653 0.380 -0.26
C 2.483 0.064 -2.262 -0.11
H -0.336 -2.327 -0.140 0.04
H -1.793 -2.956 0.771 0.07
H 0.720 2.299 1.859 0.09
H -0.366 -2.068 1.478 0.11
H -2.298 1.467 -0.191 0.08
H 2.354 -0.981 -2.546 0.08
H 1.981 0.809 -3.019 0.14
H -2.560 1.151 1.666 0.09
H 3.534 0.058 -2.432 0.07
H -1.138 2.360 1.118 0.09
H 1.501 0.772 2.222 0.07
H 2.136 1.805 1.025 0.09
H 0.303 -0.718 -1.094 0.12
```

Results
Energy: -25014.3382 eV
2S+1: 1

=====

# 4
DFT (the ωB97M-V functional and the def2-TZVPD basis) results for a 2-piece molecular cluster, C7H13ClPS overall.

```
23
Properties=species:S:1:pos:R:3:lowdin_charge:R:1
Cl -3.948 -0.599 -0.267 0.23
S -2.889 1.077 -0.123 0.33
P -0.865 0.400 -0.043 0.91
C 0.812 -1.165 -2.873 0.17
C -0.244 1.821 1.000 -0.48
C 0.836 2.518 0.326 -0.17
C -1.143 -2.379 -0.033 -0.22
C -0.508 3.072 0.264 -0.23
C -1.104 -1.200 0.849 -0.52
C -0.005 -2.228 0.903 -0.14
H -0.151 -1.546 -2.533 -0.04
H -1.945 -0.998 1.490 0.07
H -1.958 -3.101 0.247 0.14
H -1.193 3.190 -0.609 0.10
H 1.066 -1.879 0.607 0.13
H 0.341 -2.933 1.763 0.15
H 0.875 -0.961 -3.848 -0.04
H -0.829 3.896 0.945 0.14
H -0.456 1.771 2.051 0.12
H -1.052 -2.314 -1.134 0.08
H 1.484 3.093 1.016 0.14
H 1.518 -1.331 -2.074 0.00
H 1.260 1.903 -0.482 0.11
```

Results
Energy: -40103.2325 eV
2S+1: 1
Charge: +1

=====

# 5
DFT (the ωB97M-V functional and the def2-TZVPD basis) results for one molecule with the formula C7H13F2NO2.

```
25
Properties=species:S:1:pos:R:3:lowdin_charge:R:1
F 1.186 2.074 0.453 0.06
F 2.178 0.941 -1.046 0.09
O 0.074 -0.381 1.554 0.10
O 1.931 -1.434 0.672 0.05
N -0.878 -2.041 0.128 0.13
C 3.109 1.083 1.166 0.05
C -2.729 0.345 0.267 -0.06
C 1.871 0.898 0.286 -0.48
C -1.369 0.278 -0.363 -0.38
C -0.450 -0.744 0.250 -0.44
C -1.376 -0.022 -1.891 -0.05
C 1.023 -0.315 0.579 -0.34
H 3.058 0.646 2.108 0.07
H -0.371 0.246 -2.371 0.11
H -1.628 -0.962 -2.259 0.03
H -0.855 1.241 -0.267 0.13
H -2.187 0.635 -2.360 0.10
H -3.521 -0.397 -0.132 0.11
H -3.134 1.366 -0.129 0.11
H -1.754 -2.058 -0.503 0.13
H 3.956 0.734 0.504 0.12
H 3.249 2.151 1.237 0.09
H 1.365 -2.065 1.088 0.07
H -2.622 0.429 1.336 0.07
H -0.127 -2.649 -0.309 0.13
```

Results
Energy: -18488.2549 eV
SMILES: CC(C)[C@]1(N)O[C@]1(O)C(C)(F)F
2S+1: 1

=====

# 6
DFT (the ωB97M-V functional and the def2-TZVPD basis) results for one molecule with the formula C7H13F2O3P.

```
26
Properties=species:S:1:pos:R:3:lowdin_charge:R:1
P -0.787 0.303 0.453 0.61
F -1.489 -0.843 2.753 0.05
F -2.665 -1.372 0.980 0.07
O 0.863 0.133 0.371 -0.28
O -1.253 -0.270 -0.992 -0.22
O -1.302 1.557 0.976 -0.23
C -0.500 -2.341 1.286 -0.11
C 0.095 0.817 -2.772 -0.11
C -1.305 0.513 -2.206 -0.28
C -0.755 -3.289 0.355 0.04
C -1.395 -1.174 1.425 -0.58
C 1.716 2.260 1.355 -0.08
C 1.935 0.779 1.183 -0.22
H -0.017 1.335 -3.769 0.08
H 0.068 -4.000 0.023 0.08
H -1.875 1.518 -2.136 0.15
H -1.540 -3.261 -0.381 0.06
H 0.397 -2.286 2.026 0.15
H 0.639 1.617 -1.952 0.13
H -1.743 -0.163 -2.954 0.11
H 2.036 0.114 2.044 0.10
H 1.177 2.433 2.249 0.07
H 1.438 2.640 0.433 0.05
H 0.720 -0.138 -2.919 0.09
H 2.863 0.399 0.512 0.16
H 2.678 2.720 1.658 0.09
```

Results
Energy: -28335.6731 eV
SMILES: C=CC(F)(F)P(=O)(OCC)OCC
2S+1: 1